Here is 11 unconnected molecules or ions with the total composition C23H68O11 in a non-equilibrium geometry from the OMol25 dataset. Energies are from ωB97M-V/def2-TZVPD.

```
102
C23H68O11 ωB97M-V/def2-TZVPD
C -4.03511 -4.45369 1.27274
C -2.56790 -4.69106 0.98886
C -2.38129 -5.65560 -0.15294
O -1.94024 -3.42180 0.65427
H -4.59694 -5.32316 1.61222
H -4.53545 -4.04904 0.39231
H -4.09200 -3.70902 2.06805
H -2.07106 -5.07686 1.88064
H -1.36861 -5.73457 -0.54817
H -3.12859 -5.49140 -0.92907
H -2.56638 -6.65267 0.25234
H -1.00150 -3.48879 0.45159
C -4.34768 -1.61986 -1.76783
C -3.66983 -0.30135 -2.19877
C -4.62584 0.84984 -2.42196
O -2.60526 0.10865 -1.39365
H -4.96521 -2.08878 -2.53237
H -4.99771 -1.38731 -0.92129
H -3.59758 -2.30009 -1.36244
H -3.19839 -0.50191 -3.16277
H -5.02173 1.48997 -1.63336
H -5.53307 0.54336 -2.94782
H -4.15570 1.50139 -3.15988
H -2.76835 -0.07813 -0.46018
C 4.27739 -1.88557 -3.34818
C 3.18969 -2.10922 -2.28555
C 2.02762 -3.00769 -2.78460
O 3.80648 -2.72927 -1.18620
H 4.82922 -2.77851 -3.64895
H 5.04692 -1.15402 -3.09953
H 3.84470 -1.61377 -4.31283
H 2.91040 -1.10071 -1.97391
H 1.83682 -3.95911 -2.29064
H 2.18821 -3.31240 -3.81956
H 1.17242 -2.33302 -2.73788
H 4.70350 -2.38492 -1.17815
C 0.03991 3.82596 4.61116
C -0.88449 2.64451 4.49751
C -0.16174 1.22410 4.57913
O -1.78976 2.65965 5.56521
H 0.79596 3.79763 3.82584
H 0.45312 3.88882 5.61916
H -0.34283 4.83782 4.46455
H -1.41696 2.76254 3.55099
H 0.04701 0.95029 5.61378
H 0.79857 1.15740 4.06933
H -0.79233 0.44059 4.16001
H -2.16116 3.53349 5.70879
C 5.07739 1.70449 -2.44028
C 3.81720 1.91309 -1.56240
C 4.22455 2.45209 -0.16426
O 3.00330 2.80519 -2.28548
H 5.72683 0.99400 -1.92445
H 5.67490 2.59010 -2.65768
H 4.82109 1.19926 -3.37176
H 3.44813 0.90606 -1.36775
H 4.86473 3.33525 -0.20808
H 4.80709 1.72553 0.40160
H 3.30587 2.78368 0.32033
H 3.56622 3.57476 -2.40709
C -0.47829 1.61180 -3.75039
C -0.69691 2.82457 -2.86558
C -0.61647 4.16787 -3.60725
O -1.96840 2.82355 -2.20359
H 0.42502 1.81375 -4.32605
H -1.39961 1.42441 -4.30302
H -0.26875 0.72504 -3.15049
H 0.08867 2.74626 -2.11050
H -0.86967 4.92427 -2.86257
H -1.26643 4.20663 -4.48079
H 0.37713 4.52338 -3.88389
H -2.14716 1.91407 -1.93853
C -3.88679 -0.51079 2.03910
O -2.74285 -0.75019 1.20064
H -3.99763 -1.34625 2.73356
H -3.84235 0.35419 2.69852
H -4.80275 -0.56203 1.44943
H -2.61484 -1.66809 0.93323
C 0.56818 0.06254 0.41588
O 0.08627 -0.00960 1.74865
H 0.24941 1.00231 -0.03860
H 1.64794 -0.05489 0.33600
H -0.03315 -0.74052 -0.01311
H -0.84129 -0.24896 1.67455
C 0.67464 3.96627 0.96642
O -0.01564 5.10754 1.50595
H 0.04644 3.11991 0.68534
H 1.09997 4.30065 0.01862
H 1.41659 3.64938 1.69767
H -0.87919 5.14301 1.08665
C 0.93613 -4.10086 2.00806
O 0.98745 -3.08795 1.00094
H 1.92247 -4.16335 2.46765
H 0.14245 -3.82188 2.70251
H 0.71101 -5.09961 1.63250
H 1.65498 -2.43105 1.21808
C 3.15218 0.24936 2.92727
O 2.52960 -0.97916 2.86421
H 3.08916 0.84068 3.84315
H 4.21589 0.13423 2.71485
H 2.77464 0.91397 2.14589
H 1.58741 -0.78071 2.90631
```

The value obtained for the HOMO energy is -9.4 eV. For the total energy, the calculation gives -47472.9055 eV. The calculation puts the relative energy (zero: lowest compared OMol25 entry of this formula, charge and spin) at 36.1 kcal per mole. For the max |F|, the calculation gives 3.1 eV Å⁻¹.